{
  "formula": "C26H46AlCl2N2O2",
  "method": "the ωB97M-V functional and the def2-TZVPD basis",
  "charge": -1,
  "spin_multiplicity": 1,
  "total_energy_ev": -66407.7474,
  "homo_energy_ev": -4.47,
  "species": ["C", "C", "C", "Al", "C", "C", "C", "C", "N", "C", "C", "C", "O", "C", "C", "C", "N", "C", "C", "C", "C", "C", "C", "C", "O", "C", "C", "C", "C", "H", "H", "H", "H", "H", "H", "H", "H", "H", "H", "H", "H", "H", "H", "H", "H", "H", "H", "H", "H", "H", "H", "H", "H", "H", "H", "H", "H", "H", "H", "H", "H", "H", "H", "H", "H", "H", "H", "H", "H", "H", "H", "Cl", "C", "C", "Cl", "H", "H", "H", "H"],
  "xyz": [[0.865810, -4.365093, 2.806310], [0.936224, -5.082435, 1.505626], [0.518661, -4.497106, 0.033368], [0.339932, -2.457710, -0.082184], [-1.460082, -1.837224, 0.708223], [-1.992745, -2.723069, 1.979942], [-3.663061, -2.653049, 1.977548], [-4.249754, -1.137211, 1.751208], [-4.634879, -0.938670, 0.302568], [-4.075156, 0.334359, -0.291042], [-6.116102, -1.108718, 0.053227], [-7.108286, 0.109568, 0.563865], [-6.605634, -2.195568, -0.604461], [1.993694, -1.583933, 0.759047], [2.402496, -0.122321, 0.133468], [2.720840, 0.893375, 1.423658], [2.944936, 2.326984, 0.979045], [2.170696, 3.323875, 1.816719], [0.885452, 3.998580, 0.988454], [0.850718, 5.596015, 0.558695], [-0.460845, 6.171940, -0.302568], [-1.718683, 5.162654, -0.722817], [-1.718055, 3.582488, -0.278330], [-0.395499, 3.059159, 0.581271], [-0.382144, 1.649325, 1.001653], [0.229213, -2.007253, -2.123044], [-0.837576, -2.996586, -2.901768], [1.699963, -1.893651, -2.838111], [1.804043, -0.400824, -3.582723], [1.385080, -3.353619, 3.081643], [0.226665, -4.896285, 3.663286], [1.288819, -6.220903, 1.545675], [-0.468608, -4.975252, -0.387494], [1.383896, -4.833087, -0.715290], [-2.261924, -1.992179, -0.162415], [-1.501182, -0.708629, 1.013981], [-1.730392, -3.859141, 1.848579], [-1.568450, -2.324836, 3.018357], [-4.042186, -3.135313, 2.985154], [-3.998732, -3.321815, 1.056948], [-5.224442, -0.974079, 2.421287], [-3.456411, -0.334191, 2.135413], [-4.147266, 1.240320, 0.447354], [-4.665655, 0.571390, -1.283617], [-2.932672, 0.180728, -0.602398], [-6.712623, 0.451548, 1.611538], [-6.968198, 0.989824, -0.220979], [-8.195830, -0.329389, 0.566134], [2.910678, -2.311729, 0.525799], [1.906014, -1.555960, 1.930236], [1.628850, 0.331105, -0.618051], [3.438113, -0.173704, -0.458226], [3.669131, 0.472813, 1.974177], [1.825729, 0.809660, 2.195984], [3.985495, 2.497659, 1.106161], [2.910987, 4.238405, 2.006586], [1.769873, 2.897351, 2.831334], [1.744757, 6.330225, 0.851666], [-0.562392, 7.300796, -0.642284], [-2.637253, 5.545852, -1.351443], [-2.589730, 2.817837, -0.558647], [-0.256749, 1.027083, 0.226380], [-0.263454, -0.920639, -2.154941], [-0.693198, -2.902452, -4.062067], [-1.950928, -2.623680, -2.686094], [-0.722401, -4.102155, -2.529488], [1.692990, -2.672138, -3.738943], [2.558366, -2.080870, -2.065147], [2.177296, 0.366841, -2.781906], [2.510869, -0.453391, -4.532802], [0.759534, -0.014759, -3.969753], [6.008168, 2.837584, 0.792602], [7.068066, 2.884800, -0.638851], [6.350639, 3.419616, -1.868296], [5.098240, 2.299408, -2.457255], [7.456675, 1.875363, -0.806428], [7.910656, 3.535919, -0.386654], [7.064986, 3.554756, -2.685430], [5.875930, 4.385409, -1.668226]],
  "forces_ev_per_angstrom": [[-0.10, -1.94, -1.88], [-0.53, 1.00, 1.57], [2.07, -1.05, 0.32], [-0.17, 0.08, -0.33], [-1.23, -0.13, 0.42], [-1.23, 0.45, -0.42], [0.75, -0.46, 0.04], [-0.28, -0.59, 1.41], [-1.11, 0.84, -0.07], [0.18, 0.36, -0.89], [-1.78, -3.96, -2.68], [0.88, -0.98, -0.76], [3.13, 6.99, 4.37], [1.73, 0.02, -0.20], [1.29, 0.26, 1.31], [-0.73, -1.19, -0.45], [0.21, -0.25, 2.11], [-0.11, 1.62, -0.70], [-2.80, 1.24, -1.74], [-3.42, -2.43, -1.17], [-0.20, -3.83, 0.93], [2.97, -1.86, 2.16], [3.62, 2.93, 1.04], [-0.32, 1.95, -1.29], [0.18, 2.54, -1.56], [-0.50, 0.72, -0.36], [-0.09, 0.88, 0.16], [-1.65, 0.44, -1.41], [0.30, -0.32, 0.15], [-2.08, -1.47, -1.20], [2.54, 0.65, -1.43], [-1.87, 2.02, 0.19], [1.76, 0.41, 1.27], [-1.77, 0.54, 1.24], [1.54, 0.37, 1.76], [-0.01, -1.88, -0.53], [-0.32, 2.25, 0.39], [-0.81, -0.89, -2.21], [0.44, 1.02, -1.97], [0.46, 1.48, 2.01], [1.98, -0.42, -1.19], [-1.69, -1.68, -1.19], [0.09, -1.47, -1.31], [1.16, -0.37, 1.97], [-2.55, 0.18, 0.87], [-0.98, -0.57, -2.02], [-0.46, -1.85, 1.74], [2.18, 1.14, 0.08], [-1.78, 1.37, 0.64], [0.27, 0.24, -2.09], [1.25, -0.67, 1.56], [-2.26, 0.03, 1.06], [-1.68, 0.68, -1.07], [1.76, 0.28, -1.70], [-2.48, -0.06, -0.30], [-1.75, -1.81, -0.15], [0.76, 0.77, -1.90], [-2.23, -1.88, -0.74], [0.44, -2.65, 0.88], [2.17, -0.67, 1.44], [2.21, 1.93, 0.72], [-0.13, 1.18, 0.98], [0.96, -1.97, -0.13], [-0.24, -0.47, 1.97], [2.37, -0.95, -0.31], [-0.26, 2.02, -0.96], [0.42, 1.32, 2.06], [-1.42, 0.40, -1.73], [-0.51, -1.26, -1.73], [-1.17, 0.32, 2.10], [1.97, -1.04, 0.86], [0.72, 0.10, 0.01], [0.26, 0.05, -0.35], [0.06, 0.08, 0.03], [0.04, 0.04, 0.09], [-0.23, 0.19, 0.03], [-0.18, -0.03, -0.05], [-0.01, -0.07, 0.18], [0.05, -0.26, 0.05]],
  "lowdin_charge": [-0.10, -0.22, -0.26, 0.25, -0.24, -0.27, -0.19, -0.21, -0.19, -0.13, -0.29, -0.05, -0.05, -0.25, -0.25, -0.24, -0.12, -0.20, -0.05, -0.04, -0.09, -0.09, 0.00, -0.13, -0.10, -0.39, -0.17, -0.26, -0.15, 0.04, 0.06, 0.08, 0.06, 0.06, 0.07, 0.03, 0.08, 0.11, 0.10, 0.12, 0.11, 0.14, 0.09, 0.10, 0.09, 0.08, 0.09, 0.09, 0.07, 0.04, 0.08, 0.10, 0.12, 0.11, -0.06, 0.12, 0.12, 0.08, 0.07, 0.07, 0.08, 0.09, 0.08, 0.06, 0.08, 0.05, 0.10, 0.09, 0.04, 0.06, 0.07, 0.63, -0.64, -0.67, 0.55, 0.07, 0.07, 0.07, 0.07]
}